{"formula": "C11H15N", "method": "the ωB97M-V functional and the def2-TZVPD basis", "symbols": ["C", "C", "C", "N", "C", "C", "C", "C", "C", "C", "H", "H", "H", "H", "H", "H", "H", "H", "H", "C", "C", "H", "H", "H", "H", "H", "H"], "xyz": [[-2.59, 1.16, 0.09], [-1.42, 0.39, 0.68], [-1.42, -0.89, 1.25], [-0.16, -1.36, 1.50], [0.67, -0.25, 1.34], [2.02, 0.13, 1.73], [2.57, 1.27, 1.14], [1.83, 2.02, 0.30], [0.51, 1.98, 0.12], [-0.11, 0.84, 0.68], [-3.40, 0.52, -0.15], [-2.26, 1.99, -0.62], [-3.05, 1.77, 0.97], [-2.26, -1.61, 1.36], [0.17, -2.20, 2.05], [2.59, -0.53, 2.19], [3.50, 1.68, 1.38], [2.53, 2.86, -0.23], [-0.07, 2.74, -0.35], [-0.59, -1.15, -2.01], [0.76, -1.90, -1.92], [-0.74, -0.29, -2.58], [-1.50, -1.78, -2.26], [-0.79, -0.95, -0.99], [1.28, -1.38, -2.75], [1.30, -2.00, -0.86], [0.65, -3.05, -2.06]], "homo_lumo_gap_ev": 8.448, "de_lowest_kcal_mol": 73.1, "smiles": "Cc1c[nH]c2ccccc12.CC", "lumo_energy_ev": 0.8, "homo_ev": -7.6, "e_tot_ev": -13137.6224}



{"formula": "C4H7NO", "method": "the ωB97M-V functional and the def2-TZVPD basis", "symbols": ["C", "C", "O", "C", "C", "N", "H", "H", "H", "H", "H", "H", "H"], "xyz": [[1.98, -0.17, 0.48], [0.62, -0.34, -0.18], [-0.35, 0.23, 0.67], [-1.65, 0.02, 0.22], [-1.98, 0.85, -0.96], [-2.33, 1.66, -1.72], [1.98, -0.67, 1.45], [2.76, -0.61, -0.15], [2.20, 0.89, 0.63], [0.38, -1.40, -0.35], [0.60, 0.17, -1.16], [-2.31, 0.43, 0.99], [-1.89, -1.04, 0.07]], "homo_lumo_gap_ev": 11.718, "de_lowest_kcal_mol": 36.3, "smiles": "CCOCC#N", "lumo_energy_ev": 0.9, "homo_ev": -10.9, "e_tot_ev": -7798.0682}



{"formula": "C4H5N", "method": "the ωB97M-V functional and the def2-TZVPD basis", "symbols": ["C", "C", "C", "C", "N", "H", "H", "H", "H", "H"], "xyz": [[-1.22, 1.81, 0.72], [-0.37, 1.07, 0.30], [0.56, 0.18, -0.38], [0.74, -1.20, 0.13], [-0.06, -0.95, -1.07], [-1.96, 2.51, 1.06], [1.42, 0.66, -0.85], [0.32, -1.37, 1.11], [1.64, -1.76, -0.11], [-1.07, -0.95, -0.91]], "homo_lumo_gap_ev": 10.594, "de_lowest_kcal_mol": 67.5, "smiles": "C#C[C@H]1CN1", "lumo_energy_ev": 1.2, "homo_ev": -9.4, "e_tot_ev": -5715.9180}



{"formula": "CHF3NO", "method": "the ωB97M-V functional and the def2-TZVPD basis", "symbols": ["O", "N", "C", "F", "F", "F", "H"], "xyz": [[0.03, 1.82, 0.05], [-0.24, 0.51, -0.37], [-1.48, 0.09, -0.06], [-1.76, -1.14, -0.63], [-1.83, -0.19, 1.30], [-2.46, 0.90, -0.46], [0.46, -0.14, 0.02]], "homo_lumo_gap_ev": 6.766, "de_lowest_kcal_mol": 0.0, "smiles": "[O-]NC(F)(F)F", "lumo_energy_ev": 4.6, "homo_ev": -2.2, "e_tot_ev": -12742.4669, "charge": -1}



{"formula": "C9H26Cr2FN2O3", "method": "the ωB97M-V functional and the def2-TZVPD basis", "symbols": ["Cr", "Cr", "F", "C", "C", "C", "O", "C", "N", "H", "H", "H", "H", "H", "H", "H", "H", "H", "H", "H", "C", "C", "C", "O", "C", "N", "H", "H", "H", "H", "H", "H", "H", "H", "H", "H", "H", "C", "O", "H", "H", "H", "H"], "xyz": [[-2.23, -2.47, -2.00], [-2.93, -1.70, 1.95], [-2.02, -2.02, -0.03], [3.75, -0.90, -0.75], [2.39, -0.60, -0.14], [1.65, 0.51, -0.84], [2.41, 1.68, -0.93], [1.68, 2.73, -1.54], [1.52, -1.82, -0.15], [4.45, -0.13, -0.42], [3.74, -0.82, -1.84], [4.18, -1.83, -0.39], [2.50, -0.35, 0.92], [0.65, 0.71, -0.40], [1.35, 0.22, -1.87], [1.38, 2.44, -2.56], [2.39, 3.55, -1.66], [0.73, 2.94, -1.05], [1.95, -2.54, 0.42], [0.62, -1.59, 0.28], [-2.86, 2.49, 0.68], [-2.43, 1.05, 1.12], [-1.57, 0.99, 2.37], [-1.22, -0.39, 2.55], [-0.14, -0.62, 3.46], [-3.66, 0.23, 1.36], [-3.16, 2.42, -0.36], [-2.01, 3.16, 0.79], [-3.67, 2.91, 1.29], [-1.92, 0.65, 0.25], [-2.14, 1.32, 3.25], [-0.73, 1.69, 2.27], [-0.51, -0.80, 4.48], [0.66, 0.11, 3.48], [0.34, -1.57, 3.19], [-4.22, 0.36, 0.52], [-4.18, 0.85, 1.99], [0.57, -2.17, -3.64], [-0.11, -2.30, -2.37], [-0.03, -1.55, -4.31], [1.54, -1.71, -3.47], [0.70, -3.08, -4.23], [0.57, -2.06, -1.68]], "homo_lumo_gap_ev": [4.151, 5.218], "multiplicity": 9, "lumo_energy_ev": [-13.1, -12.1], "homo_ev": [-17.3, -17.3], "e_tot_ev": -78407.3447, "charge": 3}



{"formula": "C25H77F8INO22PS2", "method": "the ωB97M-V functional and the def2-TZVPD basis", "symbols": ["C", "C", "C", "S", "O", "C", "C", "C", "O", "C", "C", "F", "F", "C", "F", "F", "C", "F", "F", "C", "F", "F", "C", "N", "C", "S", "O", "C", "C", "C", "C", "C", "C", "O", "C", "C", "C", "C", "I", "P", "C", "C", "H", "H", "H", "H", "H", "H", "H", "H", "H", "H", "H", "H", "H", "H", "H", "H", "H", "H", "H", "H", "H", "H", "H", "H", "H", "H", "H", "H", "H", "H", "H", "H", "H", "H", "H", "H", "H", "H", "H", "H", "H", "O", "H", "H", "O", "H", "H", "O", "H", "H", "O", "H", "H", "O", "H", "H", "O", "H", "H", "O", "H", "H", "O", "H", "H", "O", "H", "H", "O", "H", "H", "O", "H", "H", "O", "H", "H", "O", "H", "H", "O", "H", "H", "O", "H", "H", "O", "H", "H", "O", "H", "H", "O", "H", "H"], "xyz": [[1.03, 3.32, 0.51], [1.00, 3.82, -0.99], [0.46, 2.76, -2.05], [0.07, 3.65, -3.68], [-0.66, 2.04, -1.52], [-1.79, 2.86, -1.18], [-3.18, 2.22, -1.70], [-3.05, 0.66, -2.01], [-4.41, 0.10, -2.01], [-4.37, -1.32, -1.97], [-5.48, -1.99, -1.06], [-6.72, -2.14, -1.76], [-5.07, -3.32, -0.74], [-5.83, -1.21, 0.29], [-6.40, 0.07, 0.07], [-6.87, -1.96, 0.93], [-4.64, -1.13, 1.35], [-4.40, -2.41, 1.92], [-3.45, -0.59, 0.87], [-5.09, -0.17, 2.58], [-3.91, -0.04, 3.39], [-6.07, -0.75, 3.39], [1.57, 1.65, -2.47], [0.92, 0.86, -3.57], [0.53, -0.29, -3.18], [-0.32, -1.61, -2.65], [1.88, 0.93, -1.29], [3.31, 0.60, -1.13], [3.30, -0.42, 0.13], [4.50, -1.47, 0.17], [4.83, -1.75, 1.73], [3.83, -2.80, 2.38], [2.46, -2.11, 2.95], [1.29, -2.81, 2.49], [0.43, -2.01, 1.64], [4.17, 1.92, -0.84], [5.41, 1.75, 0.14], [6.46, 2.92, -0.28], [4.95, 2.22, 2.25], [3.97, -0.16, -2.73], [3.45, -1.95, -2.98], [5.82, 0.09, -2.98], [0.03, 2.96, 0.92], [1.39, 4.19, 1.15], [1.78, 2.47, 0.71], [0.32, 4.74, -1.06], [2.02, 4.19, -1.36], [0.06, 4.99, -3.27], [-1.87, 2.84, -0.03], [-1.71, 3.96, -1.46], [-3.92, 2.30, -0.82], [-3.53, 2.82, -2.60], [-2.35, 0.10, -1.32], [-2.69, 0.55, -3.09], [-3.36, -1.76, -1.65], [-4.54, -1.72, -3.04], [-5.32, 0.87, 2.21], [2.41, 2.24, -2.95], [3.12, 0.13, 1.12], [2.34, -1.04, -0.03], [5.41, -1.19, -0.45], [4.11, -2.46, -0.26], [5.94, -2.01, 1.85], [4.69, -0.75, 2.27], [3.61, -3.60, 1.60], [4.36, -3.31, 3.26], [2.51, -2.28, 4.09], [2.45, -0.98, 2.81], [-0.66, -2.04, 2.00], [0.74, -0.93, 1.50], [0.42, -2.48, 0.60], [4.60, 2.29, -1.85], [3.55, 2.81, -0.46], [5.99, 0.79, 0.03], [6.83, 2.80, -1.34], [7.35, 2.80, 0.43], [6.01, 3.93, -0.05], [3.39, -2.25, -4.07], [4.25, -2.61, -2.48], [2.46, -2.15, -2.47], [6.50, -0.34, -2.17], [6.04, 1.19, -3.20], [6.10, -0.47, -3.94], [-9.03, 0.00, -1.59], [-9.67, -0.62, -1.97], [-8.21, -0.50, -1.56], [-3.67, 3.09, -5.04], [-3.53, 2.82, -5.96], [-4.49, 2.65, -4.79], [-0.42, -1.25, 4.75], [-0.98, -0.62, 4.28], [0.13, -1.64, 4.06], [4.09, 0.07, 5.23], [4.71, 0.66, 4.79], [3.55, 0.66, 5.77], [-4.03, -4.63, 4.20], [-4.87, -5.11, 4.18], [-4.22, -3.80, 3.74], [-7.36, -5.25, 0.52], [-6.78, -4.63, 0.07], [-7.92, -4.69, 1.06], [-0.37, -4.67, 0.38], [-1.24, -4.62, 0.79], [0.11, -5.30, 0.93], [-3.33, -0.89, 6.69], [-2.52, -1.36, 6.46], [-3.63, -0.53, 5.85], [-8.86, -3.83, 2.67], [-9.38, -3.02, 2.65], [-9.17, -4.30, 3.45], [9.12, 1.97, -1.23], [9.73, 2.29, -0.55], [9.71, 1.55, -1.88], [-4.42, 5.74, -5.93], [-4.26, 4.83, -5.65], [-3.92, 6.28, -5.30], [9.19, 0.46, -3.89], [8.62, 1.09, -4.34], [9.73, 0.09, -4.61], [2.27, 4.59, 3.24], [1.42, 4.62, 3.68], [2.77, 3.93, 3.75], [-11.50, 2.21, -1.71], [-12.14, 1.60, -2.08], [-10.68, 1.71, -1.67], [-10.14, -4.34, -0.48], [-9.98, -5.29, -0.41], [-9.25, -3.96, -0.46], [9.50, 0.77, -6.45], [8.93, 1.41, -6.90], [10.04, 0.41, -7.16], [2.16, 4.18, 6.11], [1.68, 5.02, 6.12], [1.81, 3.71, 6.88], [5.18, -4.86, 4.20], [4.31, -4.81, 4.61], [5.67, -5.49, 4.74]], "homo_lumo_gap_ev": 7.624, "lumo_energy_ev": 0.0, "homo_ev": -7.7, "e_tot_ev": -134501.7221}